1.
{"formula": "C5H7NO", "method": "ωB97M-V/def2-TZVPD", "mol_weight_g_mol": 97.1, "homo_ev": -8.825, "smiles": "O=C1CC=CCN1", "lumo_energy_ev": 0.7, "de_lowest_kcal_mol": 31.4, "elements": ["O", "C", "C", "C", "C", "C", "N", "H", "H", "H", "H", "H", "H", "H"], "positions_angstrom": [[-1.7053, -1.3351, 1.5761], [-0.8830, -0.8102, 0.8473], [-1.0434, -0.7611, -0.6662], [-0.2014, 0.2854, -1.3550], [0.9711, 0.6440, -0.8350], [1.1260, 0.6468, 0.6418], [0.2690, -0.2649, 1.3496], [-2.1115, -0.6611, -0.8669], [-0.7594, -1.7560, -1.0469], [-0.5838, 0.7839, -2.2391], [1.7172, 1.2813, -1.3009], [0.6761, 1.6787, 0.4435], [2.1314, 0.6465, 1.0935], [0.3656, -0.3726, 2.3516]], "forces_ev_per_a": [[0.26, 0.04, -0.27], [-0.03, -0.04, 0.10], [-0.18, 0.05, 0.04], [0.29, -0.20, -0.25], [0.05, -0.58, -0.69], [-0.25, 0.63, -0.26], [-0.24, 0.00, -0.02], [0.09, 0.08, 0.01], [-0.13, 0.20, 0.14], [0.24, -0.57, -0.35], [-0.42, 0.13, -0.33], [0.77, -0.14, 2.57], [-0.41, 0.17, -0.51], [-0.03, 0.23, -0.18]], "nbo_charge": [-0.6075, 0.6903, -0.5407, -0.2303, -0.2008, -0.2495, -0.6254, 0.2396, 0.2412, 0.2132, 0.2167, 0.2280, 0.2165, 0.4089]}

***

2.
{"formula": "C17H35BNO4P2Sc", "method": "ωB97M-V/def2-TZVPD", "mol_weight_g_mol": 435.2, "total_charge": 2, "homo_ev": [-12.951, -12.950], "lumo_energy_ev": [-7.3, -7.3], "de_lowest_kcal_mol": 76.7, "elements": ["Sc", "P", "C", "C", "N", "C", "C", "C", "C", "C", "P", "H", "H", "H", "H", "H", "H", "H", "H", "O", "H", "H", "O", "H", "C", "H", "H", "H", "C", "H", "H", "H", "C", "H", "H", "H", "C", "H", "H", "H", "C", "C", "C", "O", "B", "O", "C", "C", "C", "H", "H", "H", "H", "H", "H", "H", "H", "H", "H", "H", "H"], "positions_angstrom": [[-0.9650, 0.5374, -0.7744], [-1.1948, 2.2223, 0.8910], [-1.0712, 3.3877, -0.4663], [-0.1534, 3.1492, -1.5475], [0.3679, 1.8619, -1.7600], [1.4097, 1.5886, -2.5731], [2.0131, 2.6417, -3.2256], [1.4569, 3.9208, -3.1302], [0.3196, 4.1761, -2.3750], [1.9356, 0.1642, -2.7641], [0.7354, -1.1838, -2.6211], [-0.1551, 5.1550, -2.2569], [2.9041, 2.3801, -3.7956], [1.9595, 4.7382, -3.6264], [2.3541, 0.0898, -3.7768], [2.7130, -0.0283, -2.0069], [-2.7900, 2.4717, -1.7980], [-1.7574, 4.2159, -0.5422], [-3.9961, -3.2213, -3.0793], [-2.8203, 1.4996, -1.9172], [-2.9655, 1.4952, -2.8732], [-0.3353, -0.2981, -2.2194], [-3.3358, -2.5913, -3.1687], [-3.5622, -1.9095, -2.5390], [0.2558, -1.6338, -4.3068], [1.0738, -1.7838, -5.0253], [-0.2979, -2.5822, -4.2609], [-0.4326, -0.8905, -4.7283], [1.5515, -2.5830, -1.9205], [0.8563, -3.4223, -1.8061], [2.3912, -2.9394, -2.5463], [1.9302, -2.3568, -0.9193], [0.0503, 3.1330, 1.8301], [-0.4721, 4.0386, 2.1814], [0.4136, 2.4575, 2.6070], [0.8449, 3.4170, 1.1183], [-2.8291, 2.4576, 1.6401], [-2.9033, 1.7269, 2.4594], [-2.8613, 3.4909, 2.0103], [-3.6523, 2.2755, 0.9292], [-1.3185, -2.5205, 3.3200], [-0.1716, -1.5078, 3.2432], [0.1376, -1.0454, 4.6497], [-0.6197, -0.3720, 2.5114], [-0.2107, -0.5853, 1.1851], [0.7537, -1.5996, 1.0757], [1.0459, -2.0315, 2.4026], [2.3730, -1.4138, 2.8269], [1.2291, -3.5303, 2.3933], [-2.2202, -2.0224, 3.7005], [-1.0588, -3.3237, 4.0231], [-1.5679, -2.9690, 2.3480], [-0.7544, -0.5672, 5.0731], [0.4043, -1.9085, 5.2741], [0.9572, -0.3182, 4.6700], [2.6592, -1.7810, 3.8210], [3.1536, -1.7260, 2.1223], [2.3507, -0.3172, 2.8421], [0.3524, -4.0618, 2.0093], [2.0921, -3.8003, 1.7741], [1.4273, -3.8671, 3.4185]], "forces_ev_per_a": [[-1.71, 1.79, 0.40], [0.24, 2.33, 0.07], [0.01, -1.68, -2.25], [-0.65, -0.50, 1.21], [-0.91, -1.08, 1.10], [0.53, 1.51, -0.70], [0.35, -1.94, 0.06], [-0.97, 1.12, 0.52], [1.08, 0.29, -0.78], [0.11, 0.64, 0.53], [1.40, 0.75, -2.34], [0.49, -0.25, -0.30], [-0.21, 0.62, -0.09], [-0.11, 0.07, -0.18], [0.16, -0.03, 0.37], [-0.05, 0.02, -0.31], [0.27, -0.28, 0.76], [0.03, 0.37, 0.02], [-2.01, -2.04, 0.16], [-0.02, 0.31, -0.58], [-0.22, -0.71, -0.19], [0.47, -1.81, -0.90], [2.38, 1.96, -0.27], [-0.32, 0.15, 0.16], [-1.07, -0.26, -0.10], [0.16, 0.21, 0.63], [0.00, 0.20, 0.02], [0.19, -0.07, 0.11], [-0.10, -1.08, 1.38], [0.01, 0.14, -0.07], [-0.43, 0.59, -0.18], [-0.11, 0.10, -0.06], [0.22, -0.80, 0.71], [0.47, -0.37, 0.16], [0.23, 0.62, 0.40], [-0.33, -0.26, 0.52], [0.04, -0.20, 0.22], [-0.12, 0.40, -0.09], [-0.23, -0.31, 0.03], [0.40, 0.09, 0.22], [-0.17, -0.10, 0.00], [0.06, -0.98, 0.83], [0.34, 0.02, 0.27], [0.10, 0.31, -2.26], [0.45, -0.63, 0.10], [-1.13, 1.10, -0.40], [0.65, -0.33, 1.15], [0.25, 0.15, 0.05], [-0.20, -0.44, 0.19], [0.26, -0.08, -0.06], [-0.12, 0.15, -0.27], [0.11, 0.14, 0.18], [0.19, -0.19, -0.07], [-0.01, 0.29, -0.05], [-0.20, -0.16, 0.05], [-0.04, 0.18, -0.24], [-0.14, 0.07, 0.12], [-0.07, -0.19, 0.03], [0.16, 0.11, 0.10], [-0.11, 0.08, 0.14], [-0.04, -0.10, -0.25]], "nbo_charge": [1.5626, 0.8668, -0.7642, 0.2017, -0.7300, 0.2316, -0.2738, -0.1142, -0.2510, -0.7734, 1.3586, 0.2505, 0.2376, 0.2504, 0.2891, 0.2902, 0.5308, 0.2533, 0.4875, -0.9642, 0.5142, -0.1231, -0.9354, 0.4560, -0.9677, 0.2976, 0.2916, 0.2753, -0.9805, 0.2968, 0.3112, 0.3155, -0.8947, 0.2605, 0.2529, 0.2601, -0.9308, 0.2756, 0.2664, 0.2587, -0.6385, 0.2346, -0.6282, -0.7485, 0.4468, -0.7673, 0.2412, -0.6362, -0.6308, 0.2296, 0.2336, 0.2059, 0.2311, 0.2286, 0.2210, 0.2356, 0.2174, 0.2125, 0.2200, 0.2174, 0.2340]}

***

Number 1: maximum force 2.7 eV/Å. Number 2: maximum force 3.1 eV/Å.